Molecular formula: C2H3NO2S
Method: DFT, ωB97M-V with the def2-TZVPD basis set

The geometry in ORCA input format:
```
! RIJCOSX wB97M-V def2-TZVPD def2/J DEFGRID3
* xyz 0 1
C -0.36 0.27 0.03
C -1.07 -0.57 1.18
H 0.65 0.49 -2.40
H 1.65 -0.47 0.54
H -2.02 0.47 2.16
N 0.97 0.08 0.01
O 1.72 0.70 -1.20
O -0.58 -2.18 0.98
S -0.98 1.22 -1.30
*
```

Results
Calculated total energy in eV: -18530.0461
F_max in eV/A: 10.12
Energy relative to the best compared isomer or geometry (same formula, charge and spin) in kcal/mol: 309.2
Orbital gap in eV: 6.89
HOMO level in eV: -9.3